1.
25
Properties=species:S:1:pos:R:3 method="wB97M-V/def2-TZVPD" gap_ev=10.05 total_charge=-1
Cl -0.12628 0.14205 0.45028
O 1.52385 2.42945 2.80337
H 1.02652 1.64693 2.51860
H 2.28938 2.07489 3.26670
O -2.99480 1.82018 -0.68527
H -2.12461 1.48265 -0.95303
H -3.61725 1.37354 -1.26811
O 0.98082 3.07379 -0.83364
H 0.67423 2.23362 -0.44612
H 1.90136 2.90759 -1.05838
O 3.11304 -0.65520 0.19152
H 3.11808 -1.29877 -0.52446
H 2.16958 -0.56052 0.41419
O -0.14272 0.78373 -2.83384
H 0.18249 0.70737 -1.91636
H 0.47062 0.25294 -3.35265
O 0.24352 -2.94622 1.87638
H -0.47366 -3.48956 1.53338
H 0.07800 -2.06441 1.49855
O -3.01444 -1.16199 1.27480
H -3.58132 -0.47779 0.90392
H -2.12651 -0.76291 1.23482
O 0.28366 -2.52853 -1.73473
H -0.11390 -1.76041 -1.29217
H 0.26032 -3.22241 -1.06775

2.
8
Properties=species:S:1:pos:R:3 method="wB97M-V/def2-TZVPD" gap_ev="8.35 / 8.35" total_charge=-2
N -1.57479 0.38710 -0.13250
N -0.55475 -1.06442 -0.07005
N -1.26600 1.61940 -0.10654
O -1.37923 -2.06622 0.13001
O -1.93271 2.42919 0.57497
Cl 9.13230 -0.22550 0.17113
H -2.13198 -0.12681 0.55114
H -0.29284 -0.95274 -1.11816

3.
5
Properties=species:S:1:pos:R:3 method="wB97M-V/def2-TZVPD" gap_ev="6.94 / 6.80" total_charge=0
N 1.13121 -0.20432 0.09903
O -2.47491 0.17167 0.65772
Cl -1.23727 -0.43462 0.03983
H 1.23055 0.85695 0.01734
H 1.35042 -0.38967 -0.81392

4.
7
Properties=species:S:1:pos:R:3 method="wB97M-V/def2-TZVPD" gap_ev="5.80 / 5.92" total_charge=-1
N 0.90222 0.15042 0.10259
O 2.32558 -0.26388 -0.01360
O -2.21685 1.37310 0.51541
P -1.70371 0.37832 -0.42800
Cl -2.65138 -1.43628 0.03909
H 0.86526 0.95298 -0.49356
H 2.47888 -1.15467 0.27807

5.
8
Properties=species:S:1:pos:R:3 method="wB97M-V/def2-TZVPD" gap_ev=9.64 total_charge=0
N -1.36909 0.82826 -0.38213
O 0.69556 -0.53385 -0.71950
O 0.57532 0.03884 1.79736
S -0.90085 -0.52676 -0.95795
S 1.08361 0.53802 0.58134
Cl 3.11242 -0.02987 0.37221
H -2.17884 1.09510 -0.87649
H -1.01813 -1.40975 0.18515

6.
7
Properties=species:S:1:pos:R:3 method="wB97M-V/def2-TZVPD" gap_ev="7.25 / 7.25" total_charge=0
N -0.91424 -0.39584 0.23739
O 0.64517 -0.61004 -1.71728
S 1.84875 -1.07975 0.90679
S 0.64098 -0.26854 -0.33127
Cl 0.45435 2.40628 0.22312
H -1.03532 0.10553 1.10770
H -1.63970 -0.15765 -0.42646